Molecular formula: C71H129N11O7
Method: DFT, wB97M-V/def2-TZVPD

Properties
energy = -3907.77353 Eh
charge = +8
2S+1 = 1

Geometry as XYZ:
```
218
Properties=species:S:1:pos:R:3:mulliken_charge:R:1
O 2.15 -6.51 0.55 -0.30
O 1.39 1.55 -0.47 -0.70
O -5.47 3.12 1.70 -0.33
O 5.42 2.88 1.39 -0.31
O 0.16 -1.36 6.89 -0.29
O -0.75 2.11 -0.05 -0.73
O -2.36 -5.46 3.04 -0.31
N 5.60 1.72 1.95 0.77
N -0.11 -0.08 6.82 0.90
N -2.64 5.59 -2.41 0.17
N 6.39 3.25 -9.13 0.01
N -0.53 4.78 -2.57 0.64
N -5.86 2.20 0.88 0.88
N -3.47 -4.70 3.20 1.10
N 1.01 -6.27 0.00 0.82
N 3.91 4.08 -2.63 0.43
N 0.66 1.73 -7.39 0.23
N 0.68 0.66 -5.46 0.50
C 0.00 0.85 4.49 -2.18
C -7.28 1.58 -1.16 -1.15
C 3.18 1.62 2.78 -1.50
C 0.48 -1.31 -4.02 -1.62
C 4.97 4.94 -4.57 -0.44
C -4.03 1.83 -0.82 -2.02
C -0.83 2.74 6.87 -0.78
C 1.58 -5.91 -2.42 -1.77
C 4.26 2.66 -4.44 -0.26
C 1.00 4.08 -4.36 -0.55
C 0.65 0.81 7.78 1.32
C -0.98 0.47 5.69 1.47
C -1.74 1.66 6.24 -0.99
C 4.82 -0.22 3.37 -1.19
C 3.55 4.30 -1.17 -1.51
C -0.10 2.14 8.10 -1.23
C 0.31 -8.48 -0.87 -1.42
C 3.76 2.85 -3.17 -0.85
C -0.08 -0.17 0.23 0.63
C 1.97 1.48 -7.09 -0.68
C 0.76 0.09 9.15 -1.61
C -5.05 -6.25 4.58 -1.38
C -1.80 6.65 -2.14 -0.67
C 7.05 1.21 1.93 1.42
C -6.04 -3.36 3.50 -1.14
C 7.37 0.39 0.63 -1.46
C -7.20 2.36 0.18 0.97
C -1.95 -0.64 5.10 -2.12
C -3.14 -4.95 5.65 -1.69
C -0.51 -4.89 -1.44 -0.18
C -2.84 -3.14 1.35 -0.47
C 2.02 1.19 7.21 -1.78
C 5.36 4.12 -8.93 -0.61
C 1.77 -4.02 -0.84 -1.85
C 0.21 1.29 -0.07 0.44
C -8.27 1.73 1.11 -1.37
C -5.12 -3.66 4.75 -0.60
C 0.94 -5.33 -1.18 1.69
C -3.99 -3.90 2.00 1.45
C -5.05 -2.86 2.44 -0.82
C 0.19 0.17 -4.19 0.35
C 6.47 2.68 -6.83 -0.60
C -5.75 -0.10 -0.05 -0.58
C 4.83 3.71 -5.19 0.43
C 4.88 4.29 -7.60 -0.55
C 1.99 0.74 -5.91 -0.49
C -7.42 3.83 -0.20 -1.50
C -1.45 -6.76 -0.16 -0.96
C -4.20 -4.94 4.54 1.03
C -4.91 1.15 0.30 2.39
C 5.44 3.57 -6.55 0.22
C 6.98 2.58 -8.11 -0.28
C -0.04 -7.35 0.16 1.34
C -4.66 -4.91 1.04 -1.27
C -1.86 4.45 -2.52 -0.70
C 7.93 2.44 2.04 -1.80
C -4.10 5.49 -2.49 -0.81
C 7.21 0.35 3.21 -1.36
C -1.48 -5.99 -1.49 -1.17
C 6.20 -0.81 3.25 -0.66
C 3.91 -0.02 0.98 -1.53
C -0.14 -7.82 1.65 -1.57
C -0.11 1.33 -6.35 -0.41
C -6.63 0.16 -1.30 -1.20
C -0.50 6.14 -2.30 -0.14
C -3.94 0.81 1.45 -1.90
C 4.44 5.10 -3.32 -0.71
C 0.24 2.21 -8.70 -0.80
C 6.86 3.09 -10.54 -0.85
C 0.54 3.83 -2.92 1.10
C 4.39 0.81 2.25 1.73
H -1.17 1.45 -6.21 0.44
H 6.84 1.96 -6.11 0.53
H 4.04 4.94 -7.39 0.60
H -3.12 0.14 1.19 -0.22
H 5.57 5.76 -4.94 0.63
H -5.63 -2.61 1.55 0.44
H 7.75 1.91 -8.45 0.43
H -4.75 -1.91 2.88 0.00
H 1.00 2.87 -9.14 0.30
H -3.20 1.24 -1.23 0.21
H -0.89 0.31 -4.17 0.24
H -6.69 4.25 -0.89 0.25
H -0.09 3.17 6.18 0.32
H 8.22 -0.04 3.25 0.48
H -0.70 -4.23 -0.59 -0.02
H 4.24 1.66 -4.85 1.09
H 1.64 3.25 -4.65 -0.11
H -6.63 2.08 -1.88 0.22
H 0.47 6.59 -2.23 0.46
H 2.95 3.53 -0.69 0.54
H 2.81 2.30 2.01 0.38
H 0.24 -0.31 1.26 -0.07
H -3.52 -5.09 6.67 0.46
H 2.05 2.09 6.60 0.35
H 0.08 -7.01 2.36 0.39
H -1.38 -1.51 4.78 0.57
H 0.13 4.19 -5.02 0.51
H 4.75 0.23 4.36 0.41
H 7.87 -0.56 0.80 0.36
H 2.48 0.45 6.55 0.45
H 0.04 -1.89 -4.83 0.49
H 0.24 -8.10 -1.89 0.29
H -7.41 -0.60 -1.36 0.41
H 2.84 -4.16 -0.64 0.52
H 4.46 4.32 -0.57 0.44
H -2.39 -4.16 5.71 0.29
H -2.18 -3.89 0.92 -0.64
H 2.99 -0.59 1.08 0.41
H 3.68 0.67 0.17 0.01
H 0.57 2.86 8.56 0.47
H 0.25 -0.85 -0.55 0.05
H 2.48 -6.45 -2.13 0.49
H 3.03 5.26 -1.08 0.51
H -4.58 5.03 -3.36 0.35
H -7.49 4.53 0.63 0.43
H -9.29 1.81 0.75 0.41
H -3.12 -2.47 0.53 0.12
H 0.17 -1.73 -3.06 0.30
H -2.15 7.67 -2.04 0.46
H 0.21 2.81 -2.68 -0.39
H 1.24 0.73 9.90 0.44
H -0.58 -4.23 -2.31 0.19
H -1.16 -0.31 0.27 -0.49
H 0.51 -8.66 1.85 0.43
H 4.10 -1.04 3.35 0.38
H -8.44 3.81 -0.60 0.48
H 7.97 3.08 1.16 0.42
H -4.45 0.50 2.36 0.48
H 0.96 -6.60 -2.99 0.38
H -5.76 -3.77 5.62 0.60
H -5.64 -6.36 3.67 0.33
H -3.94 -5.57 0.54 -0.03
H -1.41 -6.69 -2.32 0.62
H -0.65 2.84 -8.66 0.37
H -0.25 -0.12 9.49 0.44
H 7.05 0.96 4.10 0.44
H -0.58 1.29 3.67 0.62
H -6.07 0.17 -2.24 0.45
H 1.32 -0.83 9.09 0.44
H 0.64 0.79 -3.41 -0.23
H -1.17 -8.11 1.85 0.40
H -2.65 -1.06 5.81 0.73
H 1.51 -1.66 -4.18 0.37
H -4.51 -7.19 4.61 0.42
H -3.36 1.71 1.64 0.68
H -6.33 -0.37 0.83 0.48
H 0.69 1.65 4.75 0.54
H -3.51 2.69 -0.40 0.61
H 6.15 -1.47 2.38 0.36
H 7.72 2.99 2.96 0.48
H 3.40 2.10 3.73 0.68
H 3.48 2.03 -2.52 0.35
H -0.28 -9.39 -0.82 0.38
H 8.15 0.84 0.01 0.45
H 4.62 6.01 -2.77 0.64
H 6.01 2.85 -11.17 0.39
H 1.36 3.95 -2.21 -0.84
H 1.54 -3.26 -1.58 0.13
H -2.14 -7.59 -0.14 0.66
H 0.06 1.32 -9.30 0.37
H -2.50 -5.68 -1.75 0.46
H 7.27 4.01 -10.96 0.38
H -2.33 2.21 5.50 0.41
H -1.62 -6.07 0.67 -0.11
H 6.47 -1.42 4.12 0.44
H 1.52 5.02 -4.54 0.36
H -8.31 1.67 -1.51 0.72
H -8.17 2.20 2.09 0.45
H -8.12 0.69 1.40 0.23
H 1.83 -5.16 -3.17 0.41
H 6.51 0.34 -0.03 0.26
H 8.98 2.18 2.17 0.47
H -2.16 3.48 -2.88 0.55
H -6.52 -4.24 3.09 0.45
H -5.50 -5.41 1.52 0.49
H 2.74 0.36 -5.24 0.74
H 0.48 -0.07 4.16 0.53
H 2.77 1.89 -7.69 0.58
H -2.38 1.40 7.08 0.41
H -4.46 6.51 -2.40 0.34
H -2.26 -2.67 2.13 0.28
H -4.47 4.96 -1.61 0.29
H -5.09 -0.93 -0.30 0.03
H -5.14 -4.39 0.21 0.44
H -1.48 3.58 7.10 0.50
H 2.29 1.02 2.99 -0.04
H -4.72 2.09 -1.62 0.50
H -2.50 -5.83 5.53 0.46
H 1.39 -3.51 0.05 0.50
H -6.73 -2.54 3.71 0.53
H 4.91 4.66 -9.75 0.51
H -2.53 -0.23 4.27 0.13
H 7.54 2.25 -10.67 0.31
H -0.90 1.97 8.82 0.44
H -5.72 -6.21 5.44 0.42
H 2.62 1.46 8.08 0.49
H -4.50 -2.78 4.96 -0.17
H 4.71 -0.68 0.67 0.49
H 1.33 -8.81 -0.68 0.44
```